1.
Below is a molecular structure, C30H47N12P2SiSn, with properties calculated with wB97M-V/def2-TZVPD.

Output
Net charge: +1
Lowest unoccupied orbital energy, eV: -2.635
HOMO, Eh: -0.40669
Relative energy (zero: lowest compared OMol25 entry of this formula, charge and spin), kJ/mol: 111.40
DFT total energy, Ha: -3014.7284

Positions of all 93 atoms, in Å:
1 Sn -0.5835 0.6943 0.1272
2 C -1.7625 0.4030 3.8040
3 P -0.4376 1.1030 2.7862
4 C 1.0997 0.3502 3.4108
5 C -0.2359 2.8193 3.3959
6 C 0.8223 3.6441 2.6617
7 P 0.3710 3.9859 0.9012
8 C 1.9094 4.8150 0.3548
9 C -0.7540 5.4149 1.1018
10 H -1.4642 0.4280 4.8534
11 H -1.9706 -0.6240 3.5104
12 H -2.6612 0.9974 3.6578
13 H 1.2156 0.6000 4.4670
14 H 1.9522 0.7554 2.8652
15 H 1.1090 -0.7330 3.3128
16 H 0.0296 2.7047 4.4520
17 H -1.2131 3.2939 3.3477
18 H 1.7881 3.1293 2.6654
19 H 0.9749 4.5872 3.1939
20 H 2.2029 5.6193 1.0318
21 H 1.7628 5.2325 -0.6416
22 H 2.7217 4.0889 0.2940
23 H -0.2996 6.2069 1.7005
24 H -1.6855 5.0989 1.5703
25 H -0.9993 5.8171 0.1181
26 N -3.3832 1.9638 -1.8047
27 C -2.4143 1.2415 -2.4585
28 N -2.4050 1.0092 -3.7492
29 N -1.2777 0.2907 -3.9580
30 N -0.6461 0.0996 -2.8660
31 N -1.3484 0.6898 -1.8617
32 C -3.3006 2.2875 -0.4802
33 N -4.2692 2.8498 0.2189
34 N -3.7937 2.9096 1.4787
35 N -2.6142 2.4160 1.5366
36 N -2.2462 2.0290 0.2999
37 H -4.1189 2.3718 -2.3582
38 C 1.4319 1.0285 -0.5073
39 Si 2.3065 -0.5884 -0.8615
40 C 1.3146 -1.7792 0.2404
41 N -0.1764 -1.6363 0.2295
42 C -0.7148 -2.2968 1.4560
43 C -0.3080 -3.7675 1.5746
44 C -0.4194 -4.5015 0.2263
45 C -1.3109 -3.7085 -0.7175
46 C -0.7721 -2.3058 -0.9906
47 C 4.0491 -0.5940 -0.1818
48 C 5.1350 -0.5988 -1.0612
49 C 6.4400 -0.5656 -0.5883
50 C 6.6850 -0.5327 0.7759
51 C 5.6216 -0.5337 1.6686
52 C 4.3211 -0.5633 1.1896
53 C 2.3556 -1.1481 -2.6328
54 C 2.5978 -2.4999 -2.8961
55 C 2.7012 -2.9684 -4.1971
56 C 2.5728 -2.0838 -5.2593
57 C 2.3463 -0.7369 -5.0169
58 C 2.2391 -0.2756 -3.7136
59 H 1.3587 1.7113 -1.3541
60 H 1.9627 1.5504 0.2919
61 H 1.6437 -1.5841 1.2659
62 H 1.5827 -2.8158 0.0334
63 H -1.7944 -2.1984 1.4326
64 H -0.3582 -1.7414 2.3214
65 H -0.9752 -4.2197 2.3109
66 H 0.6996 -3.8585 1.9814
67 H -0.8168 -5.5051 0.3722
68 H 0.5662 -4.6299 -0.2270
69 H -2.3160 -3.6404 -0.2888
70 H -1.4198 -4.2113 -1.6792
71 H -1.5785 -1.6837 -1.3667
72 H 0.0043 -2.3220 -1.7543
73 H 4.9607 -0.6341 -2.1302
74 H 7.2660 -0.5698 -1.2873
75 H 7.7020 -0.5114 1.1448
76 H 5.8083 -0.5171 2.7348
77 H 3.5088 -0.5744 1.9083
78 H 2.7185 -3.2038 -2.0773
79 H 2.8860 -4.0185 -4.3828
80 H 2.6492 -2.4452 -6.2765
81 H 2.2395 -0.0470 -5.8433
82 H 2.0394 0.7757 -3.5453
83 C -5.6366 -2.2622 -0.8738
84 N -5.2702 -0.9669 -0.3050
85 C -6.2443 0.1235 -0.3875
86 C -4.0507 -0.7552 0.1054
87 N -2.9620 -0.5860 0.4723
88 H -6.5387 -2.6300 -0.3855
89 H -4.8311 -2.9746 -0.7141
90 H -5.8208 -2.1658 -1.9447
91 H -7.1635 -0.1838 0.1102
92 H -6.4610 0.3473 -1.4334
93 H -5.8493 1.0142 0.0943

2.
Below is a molecular structure, C30H48GaP2 in a non-equilibrium geometry, with properties calculated with wB97M-V/def2-TZVPD.

Output
Net charge: +1
Lowest unoccupied orbital energy (alpha / beta), eV: -3.475 / -3.386
HOMO (alpha / beta), Eh: -0.34657 / -0.34244
Relative energy (zero: lowest compared OMol25 entry of this formula, charge and spin), kJ/mol: 529.97
DFT total energy, Ha: -3778.9286

Positions of all 81 atoms, in Å:
1 Ga -0.5057 2.4832 -4.5376
2 C -0.5871 -2.1509 0.7577
3 C 0.7722 -2.3156 0.3672
4 C 0.6930 -0.7376 2.0335
5 C -0.6359 -1.1424 1.7566
6 C 1.5636 -1.4652 1.1800
7 C -1.7556 -2.9246 0.3006
8 H -1.4694 -3.6651 -0.4546
9 H -2.5309 -2.2789 -0.1305
10 H -2.2177 -3.4593 1.1442
11 C -1.8519 -0.6075 2.3982
12 H -2.7267 -1.2155 2.1413
13 H -2.0581 0.4234 2.0711
14 H -1.7459 -0.5917 3.4931
15 C 1.0960 0.2232 3.0816
16 H 1.0995 -0.2419 4.0824
17 H 0.4015 1.0740 3.1200
18 H 2.1065 0.6144 2.8996
19 C 3.0409 -1.4271 1.2155
20 H 3.4337 -2.1182 1.9740
21 H 3.4050 -0.4272 1.4683
22 H 3.4753 -1.7194 0.2543
23 C 1.2794 -3.2873 -0.6256
24 H 1.4459 -4.2671 -0.1570
25 H 2.2340 -2.9589 -1.0477
26 H 0.5729 -3.4309 -1.4500
27 C -2.0543 1.9922 -5.5568
28 C -2.3726 0.5783 -5.0701
29 C -1.5610 -0.5105 -5.8655
30 C -0.0526 -0.4582 -5.6132
31 C 0.5106 0.8654 -5.0527
32 C 0.7525 1.9559 -5.9635
33 C -0.0535 2.0783 -7.2475
34 C -1.5703 2.1307 -7.0570
35 H -1.8064 -0.3949 -6.9367
36 H 0.4090 -0.6927 -6.6016
37 H -1.9685 -1.5277 -5.6499
38 H -2.0660 1.4030 -7.7074
39 H -2.9436 2.6166 -5.3908
40 H -3.4571 0.4119 -5.2530
41 H -1.9340 3.1152 -7.3855
42 H 0.2265 3.0508 -7.6682
43 H 1.6779 2.5502 -5.8987
44 H 0.2441 1.3265 -8.0009
45 H 0.2615 -1.3026 -4.9657
46 H 1.2648 0.7404 -4.2667
47 P -2.6676 -0.0661 -3.2605
48 P 2.0215 2.5212 -0.6500
49 C 0.5609 3.6957 -3.2396
50 C 1.8107 3.4141 -2.3867
51 H -0.1894 4.1180 -2.5607
52 H 0.8332 4.5269 -3.9564
53 H 2.5809 2.8988 -2.9864
54 H 2.1653 4.4208 -2.0655
55 C 3.3679 3.4567 0.1740
56 H 4.1415 2.7975 0.6043
57 H 2.8811 4.0340 0.9754
58 H 3.8349 4.1718 -0.5214
59 C 3.0744 1.1170 -1.2745
60 H 3.3204 1.2126 -2.3525
61 H 2.5013 0.1828 -1.1364
62 H 4.0220 1.0459 -0.7064
63 C -4.3589 -0.4674 -2.8541
64 H -4.4365 -1.4802 -2.4289
65 H -4.8886 -0.5631 -3.8039
66 H -4.8039 0.2627 -2.1621
67 C -2.0397 -1.7684 -3.0805
68 H -1.3225 -1.8739 -2.2561
69 H -1.6372 -2.2001 -4.0110
70 H -2.8737 -2.4676 -2.8647
71 C -2.2215 3.0645 -0.1563
72 C -1.3784 1.9563 -0.1548
73 C -1.1635 1.1989 -1.3060
74 C -1.9598 1.3661 -2.4716
75 C -2.5872 2.6806 -2.5263
76 C -2.7530 3.4508 -1.3739
77 H -2.4313 3.6059 0.7727
78 H -0.8833 1.6743 0.7803
79 H -0.4916 0.3475 -1.2000
80 H -3.0144 3.1022 -3.4426
81 H -3.3196 4.3806 -1.3922

3.
Below is 5 unconnected molecules or ions with the total composition C30H48N3O18P2 in a non-equilibrium geometry, with properties calculated with wB97M-V/def2-TZVPD.

Output
Net charge: +1
Lowest unoccupied orbital energy, eV: -4.103
HOMO, Eh: -0.44896
DFT total energy, Ha: -3373.0151

Positions of all 101 atoms, in Å:
1 C 0.9604 -2.3077 -2.8269
2 C -0.3909 -2.1673 -3.6140
3 N -0.5123 -2.5227 -4.8411
4 C -1.7027 -1.5945 -2.9474
5 N -1.9132 -2.1053 -1.5631
6 C -1.8253 -3.4921 -1.4305
7 C -2.0415 -4.1644 -0.1768
8 C -2.3537 -3.3000 1.0030
9 C -2.6264 -4.0654 2.3365
10 O -3.7613 -4.3032 2.6394
11 O -1.6291 -4.5412 3.1978
12 P -0.5199 -5.5768 2.4201
13 P 1.2201 -4.4171 1.7420
14 O 0.7860 -3.2985 0.8261
15 O 2.2605 -5.3620 0.8387
16 O 2.0651 -3.8472 3.0710
17 C -2.4324 -1.8296 0.8822
18 C -2.7903 -0.9707 2.1366
19 C -1.5586 -0.4242 2.9649
20 C -0.3765 -1.4442 3.1677
21 N 0.5531 -0.8303 4.1954
22 C -2.1805 -1.2768 -0.4842
23 O -2.2091 0.0828 -0.7319
24 C -1.1135 0.7060 0.0157
25 C -0.1894 1.6699 -0.8300
26 C -0.1590 1.3858 -2.3741
27 C 1.2878 1.5092 -0.2237
28 C 1.2465 1.8453 1.3463
29 C 2.3465 2.4537 -0.9001
30 H 1.7340 -2.6578 -3.5659
31 H 0.8274 -3.1717 -2.1052
32 H 1.2521 -1.3727 -2.2875
33 H 0.3956 -2.8943 -5.1451
34 H -1.8088 -0.4879 -3.0390
35 H -2.5517 -2.0353 -3.5514
36 H -1.6076 -4.1185 -2.3334
37 H -1.9759 -5.2770 -0.1085
38 H 0.0321 -6.4548 3.4174
39 H 3.0609 -4.8298 0.6396
40 H 1.7230 -2.9624 3.3211
41 H -3.4459 -1.6117 2.7921
42 H -3.4122 -0.0833 1.8199
43 H -1.1167 0.5305 2.5869
44 H -1.9548 -0.1897 4.0013
45 H 0.2189 -1.5177 2.2206
46 H -0.6943 -2.4257 3.6026
47 H 0.2084 0.1241 4.3652
48 H 1.4790 -0.6913 3.7725
49 H -0.4389 -0.0708 0.4839
50 H -1.6006 1.3467 0.8077
51 H -0.4488 2.7581 -0.6975
52 H -1.1819 1.4495 -2.8567
53 H 0.2299 0.3599 -2.6435
54 H 0.4696 2.1510 -2.9053
55 H 1.5709 0.4196 -0.2874
56 H 1.2207 0.8778 1.9327
57 H 2.1428 2.4494 1.6560
58 H 0.3391 2.4558 1.6153
59 H 3.3639 2.0851 -0.5620
60 H 2.3642 2.4171 -2.0194
61 H 2.2848 3.5177 -0.5235
62 C -5.2349 -0.7787 -5.9959
63 C -4.0800 -0.6536 -6.9485
64 O -3.6417 0.6842 -6.7401
65 C -4.0416 1.0555 -5.4959
66 O -3.6931 2.0529 -4.9477
67 O -4.8922 0.1363 -4.9557
68 H -5.3449 -1.7891 -5.6031
69 H -6.1822 -0.4665 -6.4420
70 H -3.2604 -1.3363 -6.7066
71 H -4.3748 -0.8090 -7.9855
72 C 6.8740 3.9084 1.8362
73 C 5.4876 3.8819 2.4084
74 O 4.7409 3.2121 1.3938
75 C 5.6175 2.4579 0.6786
76 O 5.2968 1.6456 -0.1374
77 O 6.9003 2.7450 1.0095
78 H 7.6443 3.8563 2.6048
79 H 7.0520 4.7870 1.2140
80 H 5.4264 3.3025 3.3335
81 H 5.0917 4.8804 2.5896
82 C -7.3924 -2.6634 3.8204
83 C -6.5165 -3.6570 4.5314
84 O -6.6136 -3.2509 5.8921
85 C -7.7840 -2.5667 6.0279
86 O -8.2499 -2.2333 7.0682
87 O -8.3499 -2.3160 4.8138
88 H -7.8795 -3.0878 2.9429
89 H -6.8484 -1.7621 3.5231
90 H -6.8870 -4.6814 4.4406
91 H -5.4839 -3.6230 4.1889
92 C 8.1147 7.6279 -1.9951
93 C 7.1225 6.5997 -2.4606
94 O 6.5496 6.1383 -1.2396
95 C 6.7149 7.1244 -0.3178
96 O 6.2040 7.1284 0.7599
97 O 7.5344 8.1012 -0.7820
98 H 8.2408 8.4409 -2.7088
99 H 9.0937 7.1957 -1.7732
100 H 6.3327 7.0300 -3.0813
101 H 7.5924 5.7808 -3.0040

4.
Below is 8 unconnected molecules or ions with the total composition C30H48O18 in a non-equilibrium geometry, with properties calculated with wB97M-V/def2-TZVPD.

Output
Structure (SMILES): COC(=O)OC.COC(=O)OC.O=C1CCCO1.O=C1CCCO1.O=C1CCCO1.O=C1CCCO1.O=C1CCCO1.O=C1CCCO1
Lowest unoccupied orbital energy, eV: -0.006
HOMO, Eh: -0.36125
Relative energy (zero: lowest compared OMol25 entry of this formula, charge and spin), kJ/mol: 185.97
DFT total energy, Ha: -2526.1272

Positions of all 96 atoms, in Å:
1 C -4.6773 1.0537 -5.1130
2 O -3.5536 0.6957 -4.3312
3 C -2.8540 -0.4140 -4.7482
4 O -3.2811 -1.3023 -5.5599
5 O -1.8729 -0.6364 -3.9539
6 C -0.8972 -1.5022 -4.2721
7 H -5.2492 0.1485 -5.3172
8 H -4.4057 1.3660 -6.1214
9 H -5.4762 1.6189 -4.6330
10 H -0.8191 -2.3364 -3.5748
11 H 0.1033 -1.0895 -4.4020
12 H -1.0745 -1.9297 -5.2590
13 C 2.3435 3.4035 -1.0486
14 O 2.6484 2.0872 -0.7172
15 C 2.1973 1.5418 0.3743
16 O 1.3937 2.0444 1.1812
17 O 2.7588 0.3445 0.5146
18 C 2.7736 -0.3943 1.7532
19 H 2.3986 4.1416 -0.2484
20 H 1.4189 3.6162 -1.5852
21 H 3.0386 3.6019 -1.8644
22 H 3.7044 -0.9535 1.8486
23 H 1.9754 -1.1247 1.8853
24 H 2.5910 0.2334 2.6253
25 O 5.0249 10.0605 5.4779
26 C 3.9384 9.4168 5.3582
27 C 2.5988 9.8839 4.9044
28 C 1.6702 8.8029 5.2820
29 C 2.5932 7.6956 5.0412
30 O 3.8613 8.0439 5.4748
31 H 2.2974 10.8633 5.2759
32 H 2.6004 9.9845 3.8190
33 H 1.3461 8.9456 6.3129
34 H 0.7882 8.7036 4.6494
35 H 2.2981 6.7532 5.5024
36 H 2.5783 7.3091 4.0221
37 O -5.6307 -8.9194 1.3227
38 C -5.3934 -7.7067 1.2040
39 C -6.3580 -6.5197 1.1486
40 C -5.4458 -5.4800 0.5535
41 C -4.1609 -5.8137 1.1121
42 O -4.1347 -7.2388 0.9460
43 H -7.2173 -6.7135 0.5067
44 H -6.6692 -6.2195 2.1492
45 H -5.4603 -5.5325 -0.5352
46 H -5.6430 -4.4576 0.8759
47 H -3.4025 -5.3582 0.4753
48 H -3.8722 -5.6029 2.1418
49 O 4.6443 -8.5337 -0.1782
50 C 3.9915 -9.4922 -0.6108
51 C 4.7023 -10.7631 -1.0178
52 C 3.5939 -11.6670 -1.4038
53 C 2.2646 -10.8633 -1.0918
54 O 2.7081 -9.5912 -0.5312
55 H 5.4589 -10.4069 -1.7170
56 H 5.1933 -11.1237 -0.1140
57 H 3.7406 -11.8096 -2.4744
58 H 3.5047 -12.5970 -0.8424
59 H 1.6282 -10.8046 -1.9747
60 H 1.7174 -11.1929 -0.2086
61 O 2.6071 5.0250 -11.4346
62 C 2.3719 4.0294 -10.7884
63 C 3.2588 3.4372 -9.7464
64 C 2.3452 2.3809 -9.0734
65 C 1.1588 2.1762 -10.0601
66 O 1.2227 3.3512 -10.8775
67 H 4.1538 3.0215 -10.2093
68 H 3.6668 4.2608 -9.1604
69 H 2.9194 1.4613 -8.9609
70 H 1.9853 2.7577 -8.1160
71 H 1.1308 1.2678 -10.6618
72 H 0.1878 2.4512 -9.6482
73 O -5.1527 7.2788 1.0528
74 C -5.0749 7.4305 -0.1082
75 C -3.9967 6.9824 -1.0227
76 C -4.0460 8.0006 -2.0362
77 C -5.5197 8.3113 -2.1653
78 O -5.9581 8.1454 -0.8080
79 H -3.0746 7.0460 -0.4450
80 H -4.1564 5.9831 -1.4278
81 H -3.4711 8.9014 -1.8216
82 H -3.6316 7.4924 -2.9069
83 H -5.6779 9.3630 -2.4042
84 H -6.0259 7.6811 -2.8966
85 O 1.2398 -4.8912 8.4153
86 C 1.6562 -4.3077 9.3884
87 C 1.0201 -3.1333 10.0906
88 C 1.5740 -3.3518 11.5432
89 C 2.9534 -4.0398 11.2683
90 O 2.7130 -4.8572 10.1095
91 H 1.3901 -2.3335 9.4491
92 H -0.0618 -3.2657 10.0946
93 H 1.7647 -2.4130 12.0633
94 H 0.8717 -3.9200 12.1532
95 H 3.6671 -3.3302 10.8497
96 H 3.4495 -4.6623 12.0130

5.
Below is 8 unconnected molecules or ions with the total composition C30H48O24 in a non-equilibrium geometry, with properties calculated with wB97M-V/def2-TZVPD.

Output
Net charge: +1
Multiplicity: 2
Lowest unoccupied orbital energy (alpha / beta), eV: -2.489 / -10.018
HOMO (alpha / beta), Eh: -0.45828 / -0.45826
Relative energy (zero: lowest compared OMol25 entry of this formula, charge and spin), kJ/mol: 107.16
⟨S²⟩: 0.77
DFT total energy, Ha: -2977.2316

Positions of all 102 atoms, in Å:
1 C -1.8843 2.0126 -5.0046
2 C -2.0728 2.4518 -3.5929
3 C -3.0603 3.5563 -3.4482
4 O -4.1120 2.9696 -2.6135
5 C -3.7906 1.6515 -2.3496
6 O -4.5140 0.9332 -1.7448
7 O -2.5475 1.3737 -2.8872
8 H -2.7455 1.5863 -5.5192
9 H -1.1159 1.2399 -5.0267
10 H -1.3973 2.7600 -5.6310
11 H -1.0913 2.7523 -3.2261
12 H -3.3899 3.8681 -4.4392
13 H -2.5057 4.3500 -2.9476
14 C -5.8291 -3.2521 -4.7564
15 C -4.4495 -2.6023 -4.4426
16 C -3.4457 -3.3875 -3.5038
17 O -2.2827 -3.2295 -4.2704
18 C -2.4383 -2.7520 -5.4828
19 O -1.5467 -2.7903 -6.3809
20 O -3.7186 -2.4789 -5.6684
21 H -6.1685 -2.5487 -5.5168
22 H -6.4657 -3.2452 -3.8716
23 H -5.7367 -4.2945 -5.0610
24 H -4.5769 -1.5776 -4.0935
25 H -3.6499 -4.4474 -3.3528
26 H -3.2603 -2.8811 -2.5565
27 C 2.9821 5.0486 3.9263
28 C 2.7832 5.3846 2.4370
29 C 3.8788 6.2045 1.7951
30 O 4.7545 5.3527 1.1413
31 C 4.1725 4.1726 1.0481
32 O 4.6774 3.1794 0.5378
33 O 3.0186 4.2092 1.6940
34 H 3.8338 4.3896 4.0949
35 H 2.2150 4.3924 4.3375
36 H 2.9582 6.0065 4.4457
37 H 1.8202 5.8213 2.1723
38 H 4.4060 6.7001 2.6103
39 H 3.5830 6.8221 0.9470
40 C 0.7086 0.4956 -2.7441
41 C 2.0627 0.0007 -2.2462
42 C 2.7724 -1.1023 -2.9566
43 O 4.1793 -0.6619 -3.1112
44 C 4.2260 0.5643 -2.5848
45 O 5.2980 1.1713 -2.5420
46 O 3.0358 1.0245 -2.1726
47 H -0.0764 -0.2332 -2.9456
48 H 0.8886 0.9679 -3.7098
49 H 0.1058 1.2109 -2.1846
50 H 2.0068 -0.1958 -1.1755
51 H 2.2135 -1.1270 -3.8921
52 H 2.6520 -1.9805 -2.3223
53 C 4.2589 1.2158 3.4310
54 C 3.6546 -0.0056 4.0968
55 C 4.3237 -0.2993 5.4205
56 O 3.2136 -0.1664 6.3405
57 C 2.0963 0.3184 5.7203
58 O 0.9256 0.3986 6.2169
59 O 2.3751 0.4572 4.4301
60 H 3.5196 1.7364 2.8224
61 H 5.0454 1.0818 2.6883
62 H 4.7839 1.8992 4.0984
63 H 3.5930 -0.8784 3.4468
64 H 5.1328 0.3993 5.6336
65 H 4.7123 -1.3152 5.4909
66 C 0.0152 -4.5954 -0.6815
67 C 0.1536 -3.9693 0.7191
68 C 1.4607 -4.3434 1.3494
69 O 2.1932 -3.1610 1.2745
70 C 1.4687 -2.1640 1.0847
71 O 1.7698 -1.0160 1.3468
72 O 0.3696 -2.5731 0.5361
73 H -0.2686 -5.6199 -0.4408
74 H 0.8616 -4.6810 -1.3628
75 H -0.8490 -4.2009 -1.2161
76 H -0.5231 -4.3598 1.4792
77 H 1.9892 -5.1650 0.8660
78 H 1.2432 -4.5963 2.3871
79 C -2.0037 -0.5429 -0.3657
80 O -2.3149 0.6304 0.5044
81 C -1.3195 1.3578 1.0247
82 O -1.4835 2.2060 1.9111
83 O -0.1316 1.0910 0.5456
84 C 1.0009 1.8833 0.8792
85 H -2.8375 -1.0667 -0.8331
86 H -1.4406 -1.2337 0.2618
87 H -1.4098 -0.1710 -1.2005
88 H 0.9419 2.8978 0.4848
89 H 1.9162 1.3767 0.5733
90 H 1.0224 1.6897 1.9516
91 C -5.0672 -1.7146 3.1102
92 O -3.7066 -1.8722 2.8494
93 C -2.9986 -3.0608 2.8790
94 O -3.4390 -4.2028 2.8469
95 O -1.6430 -2.8624 2.9953
96 C -1.0944 -1.6195 3.3026
97 H -5.3250 -2.0248 4.1229
98 H -5.5975 -2.3223 2.3770
99 H -5.3065 -0.6597 3.2442
100 H -1.4214 -0.8451 2.6088
101 H -0.0221 -1.7648 3.1709
102 H -1.1987 -1.4028 4.3657

Which of these has the highest DFT total energy?
C30H48O18